This record from OMol25 describes a gas-phase ion, C4H5N2S (charge +1) in a non-equilibrium geometry. The level of theory is the ωB97M-V functional and the def2-TZVPD basis.

Output
gap between HOMO and LUMO	6.291	eV

Geometry as ORCA input:
```
! RIJCOSX wB97M-V def2-TZVPD def2/J DEFGRID3
* xyz 1 1
C 0.96872 0.89680 -0.94582
C 0.88304 0.04117 1.25363
C -0.23189 0.02289 -1.30297
C -0.63813 -0.15396 1.11888
N 1.37240 0.60829 0.21979
N -0.93981 -0.53450 -0.26662
S -0.47679 -0.14258 -2.90271
H 1.20189 1.49749 -1.75517
H 1.40019 -0.66265 1.81456
H -0.72834 -0.94534 1.78884
H -1.26782 0.66590 1.39621
H -1.54346 -1.29350 -0.41863
*
```

Atomic partial charges in e from the Mulliken method, atoms 1 to 6: -0.061 -0.062 0.300 -0.464 -0.168 -0.163



This record from OMol25 describes a molecular structure, C4H5N3 in a non-equilibrium geometry. The level of theory is the ωB97M-V functional and the def2-TZVPD basis.

Output
gap between HOMO and LUMO	9.223	eV

Geometry as ORCA input:
```
! RIJCOSX wB97M-V def2-TZVPD def2/J DEFGRID3
* xyz 0 1
N 2.48105 -1.25103 0.89210
C 1.71968 -0.67849 0.23459
C 0.71947 0.01285 -0.57772
C -0.72319 -0.68406 -0.56417
N -1.66354 0.22280 -0.93102
C -1.11716 0.72093 0.25701
N 0.21511 1.24390 0.05962
H 1.06614 0.14768 -1.60491
H -0.85542 -1.77288 -0.60216
H -0.77375 -0.47818 0.86052
H -1.78111 1.04662 1.05948
H 0.71274 1.46985 0.91666
*
```

Atomic partial charges in e from the Mulliken method, atoms 1 to 6: -0.436 0.236 -0.226 -0.040 -0.777 -0.067



This record from OMol25 describes a single C4H5N3 molecule. The level of theory is the ωB97M-V functional and the def2-TZVPD basis.

Output
gap between HOMO and LUMO (spin up / spin down)	8.358 / 8.356	eV

Geometry as ORCA input:
```
! RIJCOSX wB97M-V def2-TZVPD def2/J DEFGRID3
* xyz 0 1
N 1.80186 0.43582 -0.13552
C -1.21893 -0.62830 -1.17276
C 0.02654 -1.05789 -0.92251
N 0.64396 -0.32549 0.10542
C -0.21601 0.11587 1.10559
N -1.48830 0.31735 0.97913
C -1.85961 0.24019 -0.37075
H 2.59828 0.11240 0.39735
H 1.60322 1.41017 0.07050
H 0.54070 -1.94171 -1.29398
H 0.26417 0.32430 2.06207
H -2.58204 0.98224 -0.70243
*
```

Atomic partial charges in e from the Mulliken method, atoms 1 to 6: -0.680 -0.155 -0.335 0.288 -0.045 -0.496



This record from OMol25 describes a single C4H5N3 molecule in a non-equilibrium geometry. The level of theory is the ωB97M-V functional and the def2-TZVPD basis.

Output
gap between HOMO and LUMO (spin up / spin down)	8.657 / 6.776	eV

Geometry as ORCA input:
```
! RIJCOSX wB97M-V def2-TZVPD def2/J DEFGRID3
* xyz 0 1
C -1.91395 -0.09392 0.01410
N -0.59228 -0.29138 -0.55965
C 0.46993 -0.70078 0.13727
C 1.79191 -0.21155 -0.12638
N 2.90065 -0.28641 -0.71812
C 2.42345 1.00964 0.37879
N 2.72882 2.03023 0.87872
H -2.12400 -0.88822 0.73572
H -2.66382 -0.14223 -0.77808
H -1.98285 0.87652 0.51862
H -0.42800 0.08287 -1.48482
H 0.27476 -1.10713 1.12658
*
```

Atomic partial charges in e from the Mulliken method, atoms 1 to 6: -0.797 -0.207 -0.322 0.414 -0.416 0.319



This record from OMol25 describes a molecular structure, C4H5N3 in a non-equilibrium geometry. The level of theory is the ωB97M-V functional and the def2-TZVPD basis.

Output
gap between HOMO and LUMO	8.215	eV

Geometry as ORCA input:
```
! RIJCOSX wB97M-V def2-TZVPD def2/J DEFGRID3
* xyz 0 1
C 0.77615 1.51830 1.09496
C -0.29082 0.54471 1.04800
C 0.33415 -0.15526 -0.65113
C -0.28845 -1.26755 -1.35787
N 1.59619 1.51734 0.11254
N 1.34962 0.55289 -0.85870
N -1.21842 0.23818 1.80963
H 0.90572 2.24245 1.88024
H 0.22940 -2.19008 -1.09013
H -0.20323 -1.13321 -2.43659
H -1.33831 -1.36338 -1.07896
H -1.85199 -0.50440 1.52802
*
```

Atomic partial charges in e from the Mulliken method, atoms 1 to 6: -0.422 0.736 0.583 -0.946 -0.414 -0.463



This record from OMol25 describes a single C4H5N3 molecule in a non-equilibrium geometry. The level of theory is the ωB97M-V functional and the def2-TZVPD basis.

Output
gap between HOMO and LUMO	7.222	eV

Geometry as ORCA input:
```
! RIJCOSX wB97M-V def2-TZVPD def2/J DEFGRID3
* xyz 0 1
N 2.09781 -0.07661 0.03480
C 0.73960 -0.11490 0.01534
N 0.14679 -1.27876 0.17936
C -1.20455 -1.24744 0.20314
C -2.11896 -0.18558 -0.06435
C -1.38500 0.92958 -0.32860
N 0.02448 1.05422 -0.16201
H 2.60917 0.66573 -0.41595
H 2.54944 -0.98201 0.07814
H -1.61052 -2.23981 0.38935
H 0.04410 1.64054 0.65300
H -1.76958 1.92895 -0.54886
*
```

Atomic partial charges in e from the Mulliken method, atoms 1 to 6: -0.399 0.558 -0.579 0.138 -0.825 -0.194